# 1
# C23H50F9Na3O19S3

A molecular structure, C23H50F9Na3O19S3 in a non-equilibrium geometry (ωB97M-V/def2-TZVPD, OMol25).

Output
E_tot   -4916.1747 a.u.
HOMO   -7.71 eV
Relative energy (zero: lowest compared OMol25 entry of this formula, charge and spin)   0.0 kJ/mol

Last column: Löwdin charge in e.
Atoms and positions in Å:
1 Na -0.0443 3.1138 -1.1114  0.441
2 Na 4.3222 0.9116 -3.3968  0.720
3 Na 0.3604 -1.2914 -4.8667  0.728
4 C 0.5619 -5.9973 -1.5887  -0.652
5 F -0.1407 -7.0748 -1.2279  0.121
6 F -0.0507 -5.4643 -2.6666  0.087
7 F 0.4245 -5.1020 -0.5816  0.078
8 S 2.3468 -6.3524 -1.9336  0.429
9 O 2.2573 -7.0635 -3.1891  -0.328
10 O 2.9374 -5.0325 -2.0608  -0.352
11 O 2.7687 -7.1062 -0.7869  -0.299
12 C 1.2510 -1.6521 -0.5985  -0.662
13 F -0.0579 -1.7717 -0.3457  0.133
14 F 1.9123 -1.5954 0.5683  0.138
15 F 1.6822 -2.6714 -1.3167  0.156
16 S 1.5386 -0.1464 -1.5682  0.533
17 O 1.0000 0.9490 -0.8001  -0.279
18 O 2.9779 -0.0913 -1.7499  -0.318
19 O 0.8186 -0.4426 -2.7940  -0.336
20 C 0.8941 3.4711 -5.9209  -0.666
21 F 0.9643 4.6633 -5.3120  0.134
22 F -0.3107 3.3726 -6.4737  0.150
23 F 1.8344 3.4008 -6.8570  0.151
24 S 1.1413 2.1465 -4.6737  0.533
25 O 2.5540 2.2343 -4.3303  -0.327
26 O 0.2764 2.4569 -3.5595  -0.278
27 O 0.7588 0.9245 -5.3638  -0.331
28 C -2.4271 1.4363 -2.6708  -0.080
29 O -2.1030 2.0504 -1.4430  -0.244
30 C -2.4535 1.2703 -0.2910  -0.153
31 C -3.9296 1.0759 -0.0140  -0.204
32 O -4.6541 2.2384 0.3147  -0.158
33 C -4.8581 3.1485 -0.7464  -0.091
34 H -1.6207 0.7717 -2.9940  0.079
35 H -2.5535 2.1788 -3.4585  0.099
36 H -3.3724 0.8934 -2.6027  0.090
37 H -1.9428 1.7246 0.5575  0.133
38 H -2.0364 0.2601 -0.4288  0.131
39 H -3.9570 0.4710 0.8961  0.134
40 H -4.4403 0.4892 -0.7875  0.103
41 H -5.4983 3.9493 -0.3797  0.091
42 H -5.4345 2.6820 -1.5595  0.094
43 H -3.9124 3.5422 -1.1146  0.076
44 C -0.9306 5.9811 -2.4672  -0.068
45 O 0.2910 5.3279 -2.1761  -0.216
46 C 1.1606 6.0372 -1.3220  -0.194
47 C 2.3924 5.2144 -1.1412  -0.194
48 O 2.1073 4.1311 -0.2844  -0.193
49 C 3.1754 3.2048 -0.2129  -0.075
50 H -1.4701 5.3513 -3.1676  0.097
51 H -0.7523 6.9879 -2.8552  0.098
52 H -1.5409 6.1136 -1.5611  0.097
53 H 0.6603 6.1556 -0.3436  0.142
54 H 1.3779 7.0712 -1.6132  0.139
55 H 3.1955 5.8328 -0.7193  0.139
56 H 2.7493 4.8437 -2.1110  0.143
57 H 3.2171 2.5928 -1.1259  0.074
58 H 2.9793 2.4872 0.5781  0.077
59 H 4.1349 3.7142 -0.0878  0.103
60 C 0.9539 1.5789 2.5568  -0.105
61 O 1.1136 2.3210 3.7392  -0.166
62 C 2.0255 3.3904 3.5629  -0.210
63 C 2.4561 3.8545 4.9259  -0.228
64 O 1.3371 4.2590 5.6697  -0.166
65 C 1.6729 4.6706 6.9731  -0.114
66 H 0.6654 2.2477 1.7367  0.072
67 H 0.2057 0.8083 2.7277  0.098
68 H 1.8887 1.0584 2.3101  0.093
69 H 1.4801 4.1895 3.0392  0.133
70 H 2.9023 3.0828 2.9830  0.120
71 H 3.1655 4.6899 4.8680  0.129
72 H 2.9616 3.0071 5.4095  0.135
73 H 2.7470 4.6869 7.2110  0.084
74 H 1.2555 3.9836 7.7129  0.089
75 H 1.3592 5.7060 7.1257  0.087
76 C 2.9622 -8.3345 4.1264  -0.125
77 O 3.1419 -7.4035 3.0973  -0.157
78 C 2.4707 -6.1988 3.3375  -0.231
79 C 2.7123 -5.2386 2.1922  -0.217
80 O 4.0677 -5.1805 1.8571  -0.160
81 C 4.4107 -4.1037 1.0314  -0.110
82 H 3.0542 -9.3445 3.7134  0.086
83 H 1.9783 -8.2876 4.6023  0.083
84 H 3.7813 -8.2584 4.8541  0.087
85 H 2.6991 -5.7761 4.3310  0.123
86 H 1.3817 -6.3774 3.3855  0.124
87 H 2.2645 -4.2705 2.4600  0.124
88 H 2.1806 -5.6740 1.3340  0.111
89 H 4.0357 -4.3282 0.0232  0.073
90 H 5.4941 -4.0214 0.9191  0.083
91 H 4.0746 -3.1287 1.4069  0.075
92 C -2.6861 -3.8206 -0.1147  -0.103
93 O -4.0943 -3.7755 -0.1725  -0.175
94 C -4.6483 -2.6356 0.4427  -0.206
95 C -5.7131 -2.0655 -0.4669  -0.239
96 O -6.4995 -1.1636 0.2528  -0.179
97 C -7.4230 -0.4809 -0.5643  -0.107
98 H -2.3374 -3.5943 0.9013  0.096
99 H -2.2216 -3.1590 -0.8516  0.081
100 H -2.3357 -4.8359 -0.2927  0.085
101 H -3.8700 -1.8863 0.6249  0.107
102 H -5.1075 -2.9228 1.3960  0.137
103 H -6.2521 -2.8999 -0.9375  0.135
104 H -5.2202 -1.5526 -1.3131  0.114
105 H -7.7839 0.3848 -0.0073  0.090
106 H -8.2879 -1.1087 -0.8004  0.091
107 H -6.9513 -0.1099 -1.4814  0.082

---

# 2
# C23H50InN4OP3

A molecular structure, C23H50InN4OP3 in a non-equilibrium geometry (ωB97M-V/def2-TZVPD, OMol25).

Output
Net charge   +2
E_tot   -2414.1395 a.u.
HOMO (spin up / spin down)   -11.79 / -11.79 eV
Relative energy (zero: lowest compared OMol25 entry of this formula, charge and spin)   0.0 kJ/mol

Last column: Löwdin charge in e.
Atoms and positions in Å:
1 In 0.4984 -0.0219 -0.1977  0.470
2 P 0.7234 -1.8813 -2.0906  0.971
3 P 0.7705 2.6513 -0.1636  0.999
4 N 1.3485 1.1500 -2.7124  -0.301
5 C 1.5044 -1.2484 -3.5902  -0.282
6 H 2.4112 -1.8087 -3.7942  0.096
7 H 0.8424 -1.3803 -4.4529  0.091
8 C 1.9796 0.2242 -3.6111  -0.332
9 H 2.9994 0.3110 -3.1816  0.098
10 H 2.0373 0.6304 -4.6652  0.139
11 C 1.3940 2.6287 -2.9338  -0.274
12 H 0.3883 3.0646 -3.2398  0.116
13 H 2.1433 2.8024 -3.7371  0.126
14 C 1.8633 3.1300 -1.5728  -0.313
15 H 2.0019 4.2096 -1.6167  0.094
16 H 2.8343 2.6569 -1.3744  0.092
17 C 1.6549 3.3955 1.2744  -0.523
18 C 2.6296 2.3758 1.8681  -0.111
19 H 3.4487 2.1229 1.1896  0.075
20 H 2.1269 1.4469 2.1574  0.042
21 H 3.0830 2.7841 2.7780  0.100
22 C -0.7237 3.6916 -0.4946  -0.507
23 C -1.8855 3.3925 0.4650  -0.105
24 H -2.8182 3.3777 -0.1105  0.097
25 H -1.9873 4.1631 1.2333  0.083
26 H -1.7905 2.4181 0.9599  0.023
27 C -0.9090 -2.5287 -2.6959  -0.518
28 C -1.6432 -3.3670 -1.6345  -0.105
29 H -2.6754 -3.5515 -1.9799  0.100
30 H -1.7194 -2.8431 -0.6702  0.044
31 H -1.1757 -4.3534 -1.4857  0.079
32 C 1.7622 -3.2889 -1.4972  -0.530
33 C 1.4179 -3.6916 -0.0631  -0.113
34 H 2.1096 -4.4716 0.2748  0.102
35 H 0.4038 -4.0899 0.0208  0.067
36 H 1.5112 -2.8640 0.6452  0.036
37 C 2.8069 -0.3366 -0.2635  -0.058
38 O 3.9486 -0.3652 -0.3468  0.185
39 C -0.3821 5.2024 -0.5782  -0.082
40 H 0.6626 5.4475 -0.3159  0.070
41 H -0.5594 5.5726 -1.6016  0.096
42 H -1.0353 5.7854 0.0888  0.089
43 C -0.8634 -3.2502 -4.0562  -0.090
44 H -1.6670 -4.0058 -4.1082  0.099
45 H -1.0451 -2.5375 -4.8683  0.087
46 H 0.0838 -3.7629 -4.2491  0.062
47 C 1.7572 -4.5117 -2.4292  -0.086
48 H 2.4326 -5.2778 -2.0185  0.099
49 H 0.7654 -4.9773 -2.5158  0.079
50 H 2.1242 -4.2776 -3.4415  0.087
51 C 0.7450 3.9736 2.3473  -0.085
52 H -0.0110 3.2709 2.6943  0.055
53 H 1.3428 4.2438 3.2233  0.100
54 H 0.2387 4.8871 2.0301  0.079
55 H 2.2370 4.2174 0.8376  0.121
56 H 2.7848 -2.8826 -1.5119  0.107
57 H -1.0227 3.3577 -1.5055  0.097
58 H -1.4752 -1.5904 -2.8324  0.086
59 H -0.2847 0.8699 -2.7180  0.000
60 H -1.0024 0.6569 -2.6161  0.037
61 C -1.2556 -1.4547 4.7349  -0.154
62 N -1.3170 -0.0444 4.3282  -0.137
63 C -2.6992 0.3373 3.9698  -0.144
64 N -3.3185 -0.5617 2.9715  -0.131
65 C -3.2125 -1.9673 3.4068  -0.148
66 N -1.8212 -2.3733 3.7201  -0.129
67 C -0.9745 -2.4405 2.5092  -0.276
68 P -0.8923 -0.7398 1.7276  0.916
69 C -0.3684 0.2241 3.2292  -0.295
70 C -2.7162 -0.3827 1.6359  -0.275
71 H -1.8666 -1.5627 5.6416  0.143
72 H -0.2109 -1.7413 4.9356  0.139
73 H -2.7140 1.3698 3.5867  0.138
74 H -3.2985 0.2698 4.8855  0.142
75 H -3.6131 -2.6276 2.6146  0.141
76 H -3.7969 -2.0774 4.3269  0.141
77 H 0.0496 -2.7621 2.7734  0.103
78 H -1.3938 -3.1627 1.7796  0.098
79 H -0.3361 1.3039 2.9852  0.070
80 H 0.6519 -0.1066 3.5115  0.108
81 H -3.1650 -1.0906 0.9103  0.108
82 H -2.8725 0.6439 1.2706  0.082

---

# 3
# C23H50KN3O4SSi3Te

A molecular structure, C23H50KN3O4SSi3Te in a non-equilibrium geometry (ωB97M-V/def2-TZVPD, OMol25).

Output
Net charge   -2
E_tot   -3506.4639 a.u.
HOMO   -1.47 eV
Relative energy (zero: lowest compared OMol25 entry of this formula, charge and spin)   65.6 kJ/mol

Last column: Löwdin charge in e.
Atoms and positions in Å:
1 K -0.0334 1.5957 -0.2817  0.580
2 C -1.5182 4.3665 1.1176  -0.222
3 C -2.4629 3.4728 1.9741  -0.239
4 N -2.0127 2.1168 2.1870  -0.063
5 C -1.4137 1.7893 3.4596  -0.214
6 C -0.0761 1.0365 3.3794  -0.216
7 N 0.8230 1.5197 2.3617  -0.089
8 C 1.4967 2.7807 2.5751  -0.201
9 C 0.5955 4.0041 2.3448  -0.198
10 N -0.1514 3.9129 1.1082  -0.129
11 H -1.8721 4.3537 0.0839  0.093
12 H -1.6281 5.4071 1.4799  0.102
13 H -2.6288 3.9593 2.9462  0.098
14 H -3.4361 3.4593 1.4738  0.071
15 H -2.6084 1.4063 1.7899  0.039
16 H -1.2754 2.7203 4.0131  0.090
17 H -2.0834 1.1776 4.0865  0.107
18 H 0.3767 1.0637 4.3918  0.113
19 H -0.2948 -0.0028 3.1401  0.071
20 H 1.4525 0.7990 2.0357  0.063
21 H 1.9553 2.8513 3.5804  0.111
22 H 2.3226 2.8291 1.8611  0.098
23 H -0.1171 4.1082 3.1639  0.092
24 H 1.2314 4.9028 2.3880  0.115
25 H 0.3732 4.2119 0.2945  0.065
26 C -2.8217 -1.4388 1.7334  -0.189
27 O -1.4282 -1.3844 1.5626  -0.297
28 Si -0.6483 -2.3865 0.4315  0.284
29 C -0.8960 -4.1475 1.1171  -0.167
30 C -1.7624 -2.3597 -1.0948  -0.157
31 C 1.0325 -1.8652 0.1669  -0.431
32 Si 2.2562 -2.0400 1.4858  0.359
33 C 1.5503 -2.1795 3.2443  -0.180
34 C 3.5027 -0.5963 1.5999  -0.185
35 C 3.3233 -3.6172 1.3629  -0.202
36 Si 1.6890 -1.9090 -1.5116  0.341
37 C 0.8265 -0.7702 -2.7498  -0.171
38 C 3.4999 -1.3553 -1.6433  -0.181
39 C 1.6728 -3.6354 -2.3191  -0.192
40 H -3.1699 -2.4511 1.9831  0.071
41 H -3.3570 -1.0919 0.8424  0.029
42 H -3.1004 -0.7815 2.5663  0.070
43 H -1.9549 -4.4234 1.1684  0.010
44 H -0.4670 -4.2717 2.1142  0.007
45 H -0.3990 -4.8591 0.4517  0.019
46 H -2.7235 -2.8268 -0.8563  0.033
47 H -1.3346 -2.9173 -1.9325  0.021
48 H -1.9892 -1.3468 -1.4373  0.001
49 H 0.8133 -1.4069 3.4652  -0.006
50 H 2.3759 -2.0860 3.9568  0.022
51 H 1.0733 -3.1479 3.4178  0.012
52 H 3.3059 0.1796 0.8551  -0.003
53 H 4.5320 -0.9388 1.4549  0.023
54 H 3.4542 -0.1277 2.5890  0.019
55 H 2.6789 -4.5000 1.4118  0.016
56 H 4.0451 -3.6708 2.1861  0.013
57 H 3.8811 -3.6690 0.4257  0.001
58 H 1.0693 0.2587 -2.4730  -0.002
59 H -0.2576 -0.8956 -2.7714  -0.008
60 H 1.2014 -0.9344 -3.7657  0.031
61 H 3.6053 -0.3212 -1.3111  0.003
62 H 3.8077 -1.4124 -2.6944  0.024
63 H 4.1905 -1.9710 -1.0634  0.010
64 H 0.6569 -4.0334 -2.3892  0.006
65 H 2.2560 -4.3318 -1.7102  0.012
66 H 2.0987 -3.6164 -3.3282  0.012
67 Te -3.7546 1.5692 -1.0313  0.573
68 C -3.9911 0.5438 -2.8761  -0.715
69 C -2.8823 0.1434 -3.6258  -0.187
70 C -3.0289 -0.5266 -4.8320  -0.112
71 C -4.2935 -0.8146 -5.3291  -0.138
72 C -5.4066 -0.4208 -4.5975  -0.134
73 C -5.2563 0.2465 -3.3897  -0.191
74 H -1.8860 0.3556 -3.2585  0.062
75 H -2.1418 -0.8310 -5.3769  0.093
76 H -4.4091 -1.3361 -6.2724  0.080
77 H -6.4048 -0.6372 -4.9647  0.083
78 H -6.1332 0.5420 -2.8262  0.069
79 C 3.4114 2.6367 -2.7008  -0.155
80 S 2.7360 3.0187 -1.1033  0.354
81 O 1.6105 3.9252 -1.3545  -0.385
82 O 3.8201 3.6096 -0.3394  -0.355
83 O 2.2665 1.7315 -0.5775  -0.524
84 H 3.8718 3.5366 -3.1050  0.054
85 H 2.6135 2.2936 -3.3565  0.057
86 H 4.1548 1.8516 -2.5790  0.054

---

# 4
# C23H50KN3O4SSi3Te

A molecular structure, C23H50KN3O4SSi3Te in a non-equilibrium geometry (ωB97M-V/def2-TZVPD, OMol25).

Output
Net charge   -2
E_tot   -3506.4447 a.u.
HOMO   -1.04 eV
Relative energy (zero: lowest compared OMol25 entry of this formula, charge and spin)   116.0 kJ/mol

Last column: Löwdin charge in e.
Atoms and positions in Å:
1 K -0.9767 -0.8779 0.0606  0.623
2 C -1.0744 0.5957 -2.9934  -0.212
3 C -2.1959 -0.4442 -3.3297  -0.201
4 N -2.1339 -1.6468 -2.5314  -0.078
5 C -1.7501 -2.9079 -3.1041  -0.212
6 C -0.7225 -3.6651 -2.2236  -0.198
7 N 0.2398 -2.7848 -1.5981  -0.102
8 C 1.2860 -2.2036 -2.4068  -0.204
9 C 0.8284 -0.9667 -3.2016  -0.206
10 N 0.0719 -0.0480 -2.3789  -0.113
11 H -1.4717 1.3179 -2.2755  0.062
12 H -0.8204 1.1394 -3.9200  0.101
13 H -2.1314 -0.7098 -4.3918  0.097
14 H -3.1538 0.0602 -3.1839  0.094
15 H -2.7979 -1.7124 -1.7712  0.075
16 H -1.3141 -2.7214 -4.0900  0.094
17 H -2.5997 -3.5861 -3.2720  0.107
18 H -0.2502 -4.4504 -2.8415  0.101
19 H -1.2656 -4.1706 -1.4201  0.117
20 H 0.5829 -3.1367 -0.7140  0.080
21 H 1.7360 -2.9285 -3.1100  0.113
22 H 2.0710 -1.8789 -1.7248  0.070
23 H 0.1940 -1.2792 -4.0344  0.095
24 H 1.7135 -0.5031 -3.6615  0.102
25 H 0.6570 0.5777 -1.8393  0.096
26 C 0.1417 -3.4218 2.3077  -0.127
27 O 0.6765 -2.4137 1.4629  -0.379
28 Si 2.2179 -1.7120 1.5608  0.242
29 C 2.7550 -1.8563 3.3633  -0.170
30 C 3.3745 -2.9407 0.7195  -0.162
31 C 2.0994 -0.0803 0.8826  -0.438
32 Si 1.1258 1.0414 1.9472  0.334
33 C 0.2390 2.4302 1.0416  -0.177
34 C 2.1573 1.9207 3.2672  -0.190
35 C -0.2602 0.1971 2.9365  -0.173
36 Si 3.5774 0.6343 0.1723  0.311
37 C 3.3917 2.4130 -0.4308  -0.196
38 C 5.0803 0.6931 1.3248  -0.193
39 C 4.2481 -0.2604 -1.3538  -0.187
40 H 0.5088 -3.3265 3.3352  0.072
41 H 0.4017 -4.4244 1.9431  0.082
42 H -0.9438 -3.3245 2.3229  0.057
43 H 2.8254 -2.9002 3.6902  0.021
44 H 2.0921 -1.3264 4.0519  0.016
45 H 3.7488 -1.4029 3.4544  0.024
46 H 3.2962 -3.8992 1.2461  0.027
47 H 4.4197 -2.6152 0.7765  0.022
48 H 3.1327 -3.1097 -0.3332  0.010
49 H 0.9112 3.0534 0.4481  0.007
50 H -0.2608 3.0712 1.7767  0.038
51 H -0.5581 2.0621 0.3825  -0.012
52 H 2.8608 2.6247 2.8067  0.011
53 H 2.7424 1.2011 3.8496  0.015
54 H 1.5152 2.4873 3.9512  0.021
55 H -1.0267 -0.2666 2.3125  -0.013
56 H -0.7781 0.9307 3.5620  0.040
57 H 0.1252 -0.5914 3.5894  0.018
58 H 3.3173 3.1253 0.3977  0.019
59 H 2.4946 2.5319 -1.0451  0.018
60 H 4.2621 2.6910 -1.0359  0.020
61 H 4.8489 1.2366 2.2459  0.011
62 H 5.9408 1.1713 0.8405  0.015
63 H 5.3772 -0.3236 1.6122  0.013
64 H 3.5746 -0.1309 -2.2086  0.011
65 H 4.3785 -1.3330 -1.1964  0.004
66 H 5.2218 0.1656 -1.6245  0.021
67 Te -3.8713 1.6721 0.0611  0.628
68 C -3.7424 3.7767 -0.2392  -0.718
69 C -2.8469 4.3328 -1.1636  -0.177
70 C -2.7497 5.7100 -1.3458  -0.130
71 C -3.5460 6.5790 -0.6101  -0.151
72 C -4.4383 6.0490 0.3134  -0.137
73 C -4.5327 4.6717 0.4941  -0.192
74 H -2.2131 3.6741 -1.7455  0.070
75 H -2.0394 6.1009 -2.0665  0.084
76 H -3.4662 7.6511 -0.7475  0.076
77 H -5.0667 6.7076 0.9042  0.081
78 H -5.2310 4.2738 1.2208  0.068
79 C -5.2710 -1.6018 1.5789  -0.193
80 S -3.8267 -2.4665 1.0706  0.357
81 O -4.2890 -3.6133 0.2989  -0.374
82 O -3.1167 -2.8063 2.2993  -0.368
83 O -3.0586 -1.5106 0.2438  -0.653
84 H -5.9191 -2.3275 2.0700  0.053
85 H -5.7601 -1.1657 0.7077  0.045
86 H -4.9903 -0.7984 2.2592  0.046

---

> relative energy (zero: lowest compared OMol25 entry of this formula, charge and spin) of number 4 (C23H50KN3O4SSi3Te)?

116.0 kJ/mol